No. 1
{
  "formula": "C41H100BBrN3O25PS7",
  "method": "ωB97M-V/def2-TZVPD",
  "elements": ["C", "C", "B", "O", "C", "C", "O", "C", "C", "C", "C", "C", "C", "O", "C", "C", "C", "N", "C", "C", "C", "C", "C", "C", "C", "N", "N", "Br", "P", "O", "H", "H", "H", "H", "H", "H", "H", "H", "H", "H", "H", "H", "H", "H", "H", "H", "H", "H", "H", "H", "H", "H", "H", "H", "H", "H", "H", "H", "H", "H", "H", "H", "H", "H", "H", "H", "H", "H", "H", "H", "H", "H", "H", "H", "O", "S", "O", "O", "C", "C", "C", "H", "H", "H", "H", "H", "H", "H", "H", "O", "S", "O", "O", "C", "C", "C", "H", "H", "H", "H", "H", "H", "H", "H", "O", "S", "O", "O", "C", "C", "C", "H", "H", "H", "H", "H", "H", "H", "H", "O", "S", "O", "O", "C", "C", "C", "H", "H", "H", "H", "H", "H", "H", "H", "O", "S", "O", "O", "C", "C", "C", "H", "H", "H", "H", "H", "H", "H", "H", "O", "S", "O", "O", "C", "C", "C", "H", "H", "H", "H", "H", "H", "H", "H", "O", "S", "O", "O", "C", "C", "C", "H", "H", "H", "H", "H", "H", "H", "H"],
  "coordinates": [[2.79498, -4.15262, 1.60351], [2.11209, -3.48508, 0.40188], [0.62065, -3.06165, 0.66295], [-0.02663, -3.52154, 1.79338], [-0.19494, -2.05802, -0.31501], [0.28257, -2.20382, -1.76539], [-1.59275, -2.34526, -0.12443], [-2.10346, -3.29782, -1.05603], [-3.44354, -3.88844, -0.59546], [-4.57816, -2.86442, -0.69291], [-3.34548, -4.58194, 0.77877], [-2.30313, -5.72384, 0.72177], [-4.71699, -5.17279, 1.14478], [0.24328, -0.77811, 0.19001], [-0.37929, 0.47923, 0.50949], [0.78865, 1.13809, 1.29557], [0.60473, 2.55428, 1.73088], [1.54341, 3.39226, 1.57798], [-1.54721, 0.33661, 1.52395], [-2.99099, 0.68844, 1.16635], [-3.31006, 2.15883, 1.49432], [-3.90116, -0.16374, 2.06616], [-0.67622, 1.43004, -0.70812], [-1.49424, 0.94844, -1.91572], [-2.60326, 1.95024, -2.29878], [-3.54254, 1.35955, -3.24983], [0.56964, 2.08909, -1.15778], [1.85429, 1.04794, -1.99887], [0.46226, 3.61844, -1.82917], [0.33845, 3.77582, -3.29063], [3.74965, -4.59782, 1.32212], [2.16947, -4.93926, 2.02625], [2.96338, -3.42156, 2.39614], [2.17204, -4.14669, -0.47042], [2.66050, -2.57488, 0.13111], [-0.38920, -2.79613, 2.31262], [-0.36665, -1.72431, -2.49308], [0.40929, -3.25483, -2.02998], [1.27638, -1.76100, -1.80868], [-1.41589, -4.14142, -1.16581], [-2.25683, -2.83552, -2.03537], [-3.65974, -4.69147, -1.31042], [-5.30793, -3.17289, -1.44388], [-5.11560, -2.73454, 0.24207], [-4.18708, -1.90919, -0.99731], [-3.06199, -3.85690, 1.54194], [-1.43528, -5.52087, 1.34728], [-2.74277, -6.65679, 1.08158], [-1.97711, -5.92197, -0.30147], [-4.62224, -5.92645, 1.92850], [-5.41639, -4.41893, 1.50830], [-5.16599, -5.66106, 0.27476], [0.89723, 0.51945, 2.19530], [1.72310, 1.04455, 0.74601], [-0.34007, 2.84004, 2.20632], [1.27128, 4.30439, 1.94407], [-1.31585, 0.86910, 2.44919], [-1.54796, -0.72257, 1.79740], [-3.25956, 0.43081, 0.14479], [-4.22429, 2.48931, 0.99985], [-2.48792, 2.84466, 1.27918], [-3.49659, 2.22304, 2.56788], [-4.94133, 0.15047, 1.96881], [-3.58374, -0.04887, 3.10604], [-3.80016, -1.21592, 1.79938], [-1.24518, 2.24748, -0.25705], [-0.85069, 0.87064, -2.79482], [-1.94555, -0.02843, -1.76173], [-3.08804, 2.34966, -1.39847], [-2.14413, 2.79664, -2.82127], [-4.38349, 1.91484, -3.31851], [-3.79183, 0.42575, -2.99239], [-0.63105, 4.11478, -1.09727], [1.58012, 4.28643, -1.30921], [7.74130, 5.79181, -0.96695], [7.19654, 5.92420, 0.35222], [7.26980, 4.81350, 1.25281], [5.68780, 6.40872, 0.22990], [4.82267, 5.66398, -0.66209], [4.34034, 4.36373, -0.05795], [7.83841, 7.35759, 1.13538], [5.34169, 5.50665, -1.60852], [3.98816, 6.33626, -0.85370], [5.16199, 3.65742, 0.06056], [3.58778, 3.90669, -0.70065], [3.90050, 4.52475, 0.92298], [7.74656, 8.20248, 0.46026], [8.88561, 7.16490, 1.34886], [7.28445, 7.52381, 2.05554], [10.46252, 9.01181, 0.90162], [11.47523, 9.91960, 1.35745], [11.15855, 11.30627, 1.49741], [12.75426, 9.75000, 0.43696], [12.55755, 9.81436, -0.99900], [12.39979, 11.23371, -1.49943], [12.18799, 9.32661, 2.85071], [11.70458, 9.19115, -1.26895], [13.45085, 9.35228, -1.41310], [11.46878, 11.67817, -1.15145], [12.39686, 11.23568, -2.58962], [13.22085, 11.85743, -1.14692], [12.45747, 8.28248, 2.72037], [11.43129, 9.43563, 3.62443], [13.05853, 9.93353, 3.08335], [-3.90344, -6.45658, -5.26601], [-2.71383, -5.79134, -4.82002], [-2.82556, -4.51839, -4.17885], [-1.69815, -5.69238, -6.02930], [-2.18958, -5.12592, -7.27270], [-2.26712, -3.61515, -7.22888], [-1.76554, -6.87319, -3.80963], [-3.15343, -5.57655, -7.51123], [-1.47289, -5.45872, -8.02005], [-3.03607, -3.27329, -6.53797], [-2.50373, -3.23475, -8.22275], [-1.31645, -3.19160, -6.90600], [-1.65661, -7.82563, -4.32039], [-2.31646, -6.99683, -2.87900], [-0.79917, -6.41274, -3.62142], [4.21764, -0.46889, -3.92608], [5.57540, -0.83746, -4.19550], [6.07057, -2.09040, -3.71560], [6.52172, 0.33783, -3.70873], [6.32990, 0.84134, -2.36010], [6.93252, -0.06457, -1.30910], [5.90633, -0.69754, -5.91600], [5.26511, 1.00676, -2.19040], [6.81946, 1.81275, -2.36369], [6.39805, -1.01139, -1.24459], [6.88432, 0.42736, -0.33729], [7.97404, -0.28301, -1.54373], [5.55841, 0.27191, -6.26069], [5.35942, -1.49949, -6.40659], [6.97493, -0.81409, -6.07356], [-6.79849, -11.37831, -5.18529], [-7.22191, -10.73072, -3.98014], [-8.61838, -10.53827, -3.73721], [-6.45867, -9.34906, -3.84332], [-6.49701, -8.44505, -4.98059], [-7.81384, -7.70399, -5.08157], [-6.49824, -11.52632, -2.58796], [-6.28114, -9.00282, -5.89232], [-5.68333, -7.74626, -4.81688], [-8.63590, -8.37363, -5.33074], [-7.73991, -6.94263, -5.85849], [-8.05337, -7.22071, -4.13440], [-5.43213, -11.63700, -2.76320], [-6.97607, -12.49925, -2.49924], [-6.69372, -10.92535, -1.70421], [-2.04811, 0.81182, 5.22563], [-2.19981, 0.41986, 6.59484], [-3.22007, 1.02540, 7.39553], [-0.79876, 0.54641, 7.32619], [-0.10122, 1.81351, 7.21763], [-0.66736, 2.86935, 8.14226], [-2.34439, -1.32992, 6.68990], [-0.11363, 2.13770, 6.17624], [0.92767, 1.57757, 7.47956], [-1.66992, 3.16783, 7.83982], [-0.02484, 3.74989, 8.12448], [-0.72340, 2.49317, 9.16342], [-1.54199, -1.77851, 6.11139], [-3.31348, -1.58662, 6.26723], [-2.29316, -1.62902, 7.73319], [-5.57424, 2.42922, 3.80731], [-6.85031, 3.01744, 4.08341], [-7.04305, 4.41614, 3.85683], [-7.25532, 2.65098, 5.57226], [-6.26631, 2.89235, 6.60898], [-6.17915, 4.35241, 6.99627], [-8.12210, 2.11477, 3.27126], [-5.30288, 2.49937, 6.28361], [-6.60293, 2.28633, 7.44706], [-5.76904, 4.95539, 6.18742], [-5.53220, 4.45692, 7.86767], [-7.16635, 4.74547, 7.23899], [-7.98817, 1.05711, 3.47963], [-8.01729, 2.31382, 2.20694], [-9.08394, 2.46992, 3.63055]],
  "atomic_forces_ev_per_a": [[-0.13, -0.02, -0.11], [-0.08, -0.29, 0.24], [0.01, 0.21, 0.09], [0.89, 0.31, 0.28], [0.14, -0.65, -0.14], [0.11, 0.12, 0.30], [-0.01, 0.83, -0.35], [-0.55, -0.32, 0.15], [0.35, 0.25, 0.33], [-0.19, -0.29, -0.10], [-0.23, -0.57, -0.37], [-0.19, -0.07, 0.25], [0.02, 0.07, 0.13], [-0.28, -0.10, 0.06], [0.26, 0.63, 0.10], [0.02, -0.48, 0.25], [0.09, 0.08, -0.09], [-0.07, 0.15, 0.03], [-0.21, -0.78, -0.45], [-0.42, 0.18, 0.66], [0.08, -0.26, 0.06], [0.26, -0.06, -0.18], [0.15, -0.49, -0.13], [-0.47, 0.15, -0.25], [0.19, 0.06, -0.15], [0.33, 0.33, -0.09], [-0.40, 0.35, 0.10], [0.19, -0.02, -0.21], [0.16, 0.16, -0.44], [-0.05, -0.01, 0.11], [0.06, 0.08, 0.07], [0.01, -0.01, -0.02], [0.07, -0.05, 0.01], [0.01, 0.12, -0.08], [-0.05, -0.04, -0.19], [-0.69, -0.11, -0.25], [0.00, 0.14, -0.06], [-0.17, 0.02, -0.06], [-0.08, 0.04, -0.08], [0.20, 0.16, -0.07], [0.13, -0.09, -0.02], [0.11, 0.02, -0.06], [-0.02, 0.06, 0.04], [0.03, 0.10, 0.09], [0.10, 0.55, -0.06], [0.11, 0.09, -0.01], [0.08, 0.06, -0.18], [0.02, 0.02, 0.02], [0.11, 0.04, 0.03], [0.02, 0.06, 0.03], [-0.02, -0.01, -0.08], [0.00, -0.02, 0.02], [-0.01, 0.05, 0.03], [-0.06, 0.11, 0.01], [-0.05, -0.12, -0.01], [0.00, 0.00, 0.08], [0.06, 0.07, -0.04], [0.11, 0.02, 0.00], [0.29, 0.11, -0.31], [0.08, 0.12, -0.06], [-0.11, 0.06, -0.25], [0.05, 0.11, -0.02], [-0.02, -0.07, 0.08], [-0.15, 0.08, 0.02], [-0.12, -0.11, -0.04], [0.09, 0.02, 0.10], [0.11, -0.24, 0.14], [-0.04, -0.24, 0.26], [-0.04, -0.16, 0.09], [0.07, 0.05, 0.20], [-0.03, -0.03, -0.07], [-0.25, -0.47, 0.25], [0.07, -0.03, 0.18], [-0.03, -0.09, 0.07], [0.05, -0.10, -0.01], [-0.16, 0.15, 0.02], [0.08, -0.05, -0.01], [0.05, 0.00, 0.07], [-0.25, -0.16, -0.28], [0.27, -0.03, 0.08], [-0.05, 0.00, 0.02], [0.08, 0.02, 0.05], [0.05, 0.09, 0.08], [0.00, 0.00, -0.01], [0.03, 0.03, 0.01], [-0.08, 0.00, -0.02], [0.02, 0.00, -0.01], [0.01, -0.01, -0.04], [-0.01, -0.02, 0.00], [-0.06, 0.05, 0.04], [0.20, -0.04, -0.07], [-0.08, 0.00, 0.03], [0.00, 0.03, 0.07], [-0.03, -0.01, -0.35], [-0.05, 0.06, 0.15], [0.01, -0.04, 0.02], [-0.03, 0.00, 0.10], [0.05, -0.01, 0.11], [-0.01, -0.02, -0.01], [0.02, -0.03, -0.01], [0.03, -0.01, -0.04], [0.00, 0.00, -0.01], [-0.02, 0.02, -0.01], [-0.01, 0.02, 0.00], [-0.03, 0.09, 0.01], [0.22, -0.09, -0.07], [-0.10, 0.07, 0.12], [0.00, -0.02, 0.04], [-0.10, 0.14, -0.31], [-0.01, 0.01, 0.17], [0.01, -0.02, 0.02], [-0.01, -0.03, 0.10], [0.07, -0.05, 0.09], [-0.01, -0.02, -0.01], [0.02, -0.03, -0.02], [0.02, 0.00, -0.05], [0.00, 0.00, -0.01], [-0.02, 0.02, -0.01], [0.00, 0.01, 0.00], [-0.20, -0.08, 0.08], [0.20, 0.23, 0.05], [-0.06, -0.06, -0.01], [0.01, -0.09, -0.04], [-0.05, 0.19, 0.30], [-0.02, -0.15, -0.10], [-0.02, 0.02, -0.04], [-0.02, -0.05, -0.08], [0.04, -0.02, -0.11], [-0.02, 0.01, 0.00], [0.00, 0.04, -0.02], [0.02, 0.05, 0.03], [0.00, 0.00, 0.01], [-0.01, -0.01, 0.02], [0.00, -0.01, 0.01], [-0.07, -0.03, -0.05], [0.13, 0.12, 0.08], [-0.04, -0.06, -0.03], [0.01, -0.04, 0.03], [-0.10, 0.33, -0.30], [-0.12, -0.17, 0.08], [0.03, -0.01, 0.03], [0.00, -0.13, 0.08], [0.05, -0.13, 0.15], [0.01, 0.00, -0.02], [0.05, 0.02, 0.01], [0.03, 0.06, -0.02], [0.00, 0.00, -0.01], [-0.02, 0.00, -0.02], [-0.01, 0.00, 0.00], [-0.03, 0.16, -0.06], [0.12, -0.29, 0.04], [-0.06, 0.09, -0.07], [-0.05, 0.03, 0.02], [0.19, 0.28, -0.04], [-0.15, -0.07, 0.01], [-0.01, -0.03, 0.03], [-0.07, -0.06, -0.02], [-0.03, -0.11, 0.03], [0.01, 0.00, -0.02], [0.03, -0.02, -0.01], [0.05, 0.02, 0.01], [0.01, 0.01, 0.00], [-0.01, 0.03, -0.01], [-0.01, 0.01, 0.01], [0.03, 0.03, -0.10], [-0.07, -0.10, 0.26], [0.02, 0.02, -0.07], [-0.08, 0.07, -0.06], [0.26, -0.01, 0.24], [-0.07, 0.06, -0.15], [-0.01, -0.04, -0.02], [-0.04, -0.01, -0.07], [-0.10, -0.03, -0.06], [0.02, -0.01, 0.00], [0.00, -0.04, 0.01], [0.01, -0.01, 0.05], [0.01, 0.00, 0.01], [0.02, 0.02, 0.00], [0.00, 0.02, 0.00]],
  "homo_energy_ev": -8.71,
  "lumo_energy_ev": 0.2
}

No. 2
{
  "formula": "CH3N3S2",
  "method": "ωB97M-V/def2-TZVPD",
  "elements": ["C", "N", "N", "N", "S", "S", "H", "H", "H"],
  "coordinates": [[-1.03118, -0.07208, 0.13818], [1.29245, 0.42994, -0.03325], [1.35152, -0.84580, -0.21876], [0.13841, 0.86580, 0.26464], [-0.26590, 2.38095, 0.58153], [-0.20019, -1.67497, -0.03834], [-1.59328, -0.12143, 0.96045], [-1.69594, -0.00420, -0.68389], [2.00411, -0.95820, -0.97056]],
  "atomic_forces_ev_per_a": [[3.35, -1.24, -2.50], [5.81, 1.45, -1.16], [-0.55, -1.49, 0.44], [-7.43, -0.13, 1.50], [0.31, 1.75, 0.27], [0.62, -0.38, -0.24], [-1.86, 0.26, 3.56], [-0.23, 1.00, -1.23], [-0.02, -1.21, -0.64]],
  "homo_energy_ev": [-6.40, -9.07],
  "relative_energy_ev": 1.313,
  "lumo_energy_ev": [0.5, -1.8],
  "multiplicity": 3
}

No. 3
{
  "formula": "C14H18N6O4",
  "method": "ωB97M-V/def2-TZVPD",
  "elements": ["C", "C", "C", "C", "C", "N", "C", "O", "C", "N", "C", "C", "N", "C", "C", "C", "N", "O", "O", "N", "N", "O", "C", "C", "H", "H", "H", "H", "H", "H", "H", "H", "H", "H", "H", "H", "H", "H", "H", "H", "H", "H"],
  "coordinates": [[4.18226, 3.46004, 0.02880], [5.01127, 2.17887, -0.03993], [4.83956, 1.31036, 1.21055], [3.46317, 0.65386, 1.28062], [3.21186, -0.18125, 0.02573], [1.91005, -0.81520, 0.09121], [1.73164, -2.14296, 0.01700], [2.59867, -2.97730, -0.10738], [0.27954, -2.49597, 0.10400], [-0.70895, -1.64423, 0.17789], [-1.80048, -2.45139, 0.23007], [-3.19197, -1.92967, 0.33666], [-3.27818, -0.59922, -0.19669], [-3.05628, -0.21529, -1.47497], [-3.18965, 1.14997, -1.51349], [-3.49514, 1.49282, -0.18158], [-3.73230, 2.79456, 0.33153], [-4.00856, 2.91090, 1.50285], [-3.63433, 3.71269, -0.46014], [-3.53877, 0.41482, 0.59186], [-1.49122, -3.71926, 0.18191], [-0.14510, -3.75330, 0.10430], [3.31791, 0.69643, -1.22192], [4.69504, 1.35116, -1.28984], [4.35756, 4.06769, -0.85603], [4.46475, 4.04271, 0.90258], [3.11846, 3.25197, 0.09090], [6.06460, 2.47724, -0.09600], [5.60023, 0.52666, 1.20180], [4.99802, 1.91760, 2.10345], [3.40652, 0.01356, 2.16286], [2.68666, 1.41570, 1.36985], [3.94198, -0.99502, -0.03257], [1.09556, -0.22660, 0.19269], [-3.48209, -1.86964, 1.39050], [-3.87291, -2.61094, -0.18210], [-2.82758, -0.92206, -2.24610], [-3.09392, 1.81728, -2.34329], [3.15771, 0.08481, -2.11189], [2.53819, 1.45975, -1.19489], [5.44908, 0.56788, -1.39375], [4.75189, 1.98697, -2.17514]],
  "atomic_forces_ev_per_a": [[0.20, -0.19, -0.01], [0.10, 0.00, -0.01], [-0.09, 0.16, -0.06], [0.27, -0.23, -0.07], [0.02, 0.16, -0.02], [-0.10, 0.19, 0.04], [0.13, 0.13, 0.00], [0.04, -0.31, -0.02], [-1.07, 0.43, 0.06], [0.72, 0.06, 0.02], [0.69, -0.48, -0.08], [-0.18, -0.50, 0.37], [-0.07, 0.23, -0.56], [-0.04, 0.39, -0.20], [-0.06, 0.03, 0.27], [0.35, -1.91, -0.73], [-0.15, 0.66, 0.48], [-0.05, -0.02, 0.22], [0.04, 0.11, -0.24], [-0.23, 0.89, 0.88], [-1.40, -0.04, 0.02], [1.11, 0.07, -0.03], [0.28, -0.23, 0.03], [-0.08, 0.16, 0.07], [-0.03, 0.10, -0.09], [-0.02, 0.10, 0.09], [-0.17, 0.04, 0.01], [-0.06, -0.03, 0.00], [0.06, -0.04, 0.06], [0.08, -0.03, 0.05], [-0.09, 0.01, 0.01], [-0.12, 0.03, 0.03], [-0.05, 0.11, 0.01], [-0.05, -0.11, -0.01], [-0.03, 0.02, -0.23], [0.02, 0.15, 0.10], [0.07, -0.17, -0.15], [0.03, 0.08, -0.20], [-0.09, 0.01, 0.00], [-0.12, 0.02, -0.01], [0.06, -0.04, -0.07], [0.08, -0.02, -0.06]],
  "homo_energy_ev": -10.06,
  "smiles": "C[C@H]1CC[C@@H](NC(=O)c2nc(Cn3ccc([N+](=O)[O-])n3)no2)CC1",
  "relative_energy_ev": 0.743,
  "lumo_energy_ev": -0.3
}

No. 4
{
  "formula": "CH6OS2",
  "method": "ωB97M-V/def2-TZVPD",
  "elements": ["C", "S", "S", "H", "H", "H", "H", "H", "H", "O"],
  "coordinates": [[0.59721, 0.77161, -1.42947], [1.76413, 0.42073, -0.21605], [-0.60608, -0.93313, 2.54440], [1.18357, -0.28652, 0.78549], [0.55379, 0.09683, -2.28402], [0.61103, 1.83191, -1.70717], [0.72009, -1.01563, 2.57820], [-1.14162, -0.11734, -0.69513], [-1.70784, -0.41789, 0.67316], [-1.97427, -0.35057, -0.24942]],
  "atomic_forces_ev_per_a": [[2.61, 0.16, 0.13], [-0.69, 1.77, -0.75], [0.59, 0.47, -0.59], [-1.29, -1.33, 0.44], [-1.09, -0.42, 0.47], [-0.25, -0.34, 0.18], [0.34, -0.27, 0.39], [-0.34, -0.11, -0.05], [-0.02, -0.20, 0.38], [0.13, 0.28, -0.62]],
  "homo_energy_ev": -8.47,
  "relative_energy_ev": 5.366,
  "lumo_energy_ev": -4.2
}